Here is a cluster of 2 separate species, C4H10NO in total in a non-equilibrium geometry from the OMol25 dataset. Energies are from wB97M-V/def2-TZVPD.

Geometry as XYZ:
```
16
Properties=species:S:1:pos:R:3
C -1.02 -1.03 -0.32
C 0.46 -1.17 -0.26
C 1.16 -2.19 -0.74
C 0.72 0.91 0.93
N 1.19 0.00 0.18
H -1.38 -0.01 -0.44
H -1.41 -1.62 -1.14
H -1.58 -1.41 0.54
H 2.24 -2.24 -0.67
H 0.66 -3.04 -1.19
H 1.35 1.74 1.18
H -0.28 0.91 1.33
H 2.18 0.01 -0.07
H -2.28 3.14 -0.45
H -2.36 2.18 0.69
O -1.72 2.64 0.16
```

**Gap between HOMO and LUMO**: 9.48 eV
**Net charge**: +1
**Energy relative to the best compared isomer or geometry (same formula, charge and spin)**: 31.45 kcal/mol
**E_tot**: -288.11297 hartree
**HOMO energy**: -14.58 eV